(1)
C4H5FeO6 as an isolated structure in a non-equilibrium geometry. Source: the Open Molecules 2025 dataset; level of theory: ωB97M-V with the def2-TZVPD basis set.

```
16
Properties=species:S:1:pos:R:3:lowdin_spin:R:1
O -2.750 0.235 0.058 0.1251
C -2.073 -0.707 0.565 0.0160
O -2.590 -1.427 1.470 0.1411
O -0.872 -1.021 0.139 0.0159
Fe -4.181 -0.421 1.111 3.6979
C -0.493 -0.328 -1.429 0.0020
C 0.704 -0.402 -0.548 0.0004
H -0.676 -1.228 -2.026 0.0001
H -0.901 0.681 -1.538 0.0006
H 1.266 -1.325 -0.396 0.0000
O 0.975 0.783 0.173 0.0001
C 2.171 0.876 0.746 0.0000
O 3.046 0.049 0.701 0.0000
O 2.281 2.087 1.272 0.0000
H 3.190 2.232 1.565 0.0000
H 0.903 -0.084 -1.865 0.0006
```

## Properties
2S+1: 5
HOMO energy (alpha / beta): -12.25 / -12.24 eV
strongest force on any atom: 0.1744 Eh/bohr
energy above the lowest of the compared OMol25 structures with the same formula, charge and spin: 396.9 kJ/mol
E_tot: -1870.10782 Eh
Kohn-Sham gap (alpha / beta): 0.217 / 0.217 Eh
total charge: +1



(2)
C16H34BIrNP2 as an isolated structure in a non-equilibrium geometry. Source: the Open Molecules 2025 dataset; level of theory: ωB97M-V with the def2-TZVPD basis set.

```
55
Properties=species:S:1:pos:R:3:lowdin_spin:R:1
P 0.243 -3.155 -1.082 0.1231
P 1.285 -0.232 -0.929 0.0540
C 0.259 -2.128 -2.581 0.0279
C 1.481 -1.203 -2.548 0.0860
H -0.687 -1.584 -2.436 0.0007
H 0.190 -2.778 -3.446 0.0037
H 2.432 -1.748 -2.404 0.0067
H 1.521 -0.477 -3.367 0.0118
C -0.003 1.001 -1.746 0.0072
H -0.247 1.867 -1.091 0.0076
H -0.946 0.562 -2.088 0.0016
H 0.449 1.436 -2.654 0.0014
C 2.381 1.263 -1.145 0.0038
H 2.540 1.478 -2.214 0.0015
H 3.348 1.132 -0.659 0.0001
H 1.895 2.171 -0.743 0.0010
C -1.337 -3.692 -0.406 0.0006
H -1.182 -4.153 0.576 0.0007
H -1.863 -4.397 -1.056 0.0005
H -1.969 -2.816 -0.234 0.0007
C 1.500 -4.446 -1.367 0.1209
H 2.251 -4.390 -0.562 0.0240
H 1.997 -4.324 -2.356 0.0044
H 0.925 -5.367 -1.238 0.0188
Ir 1.574 -2.136 0.129 1.0862
C -1.459 4.382 -0.166 0.3626
C -2.566 3.889 -0.751 0.3573
C -3.262 2.551 -0.801 0.1057
C -2.697 1.275 -0.114 0.1279
C -1.948 1.348 1.207 0.7113
C -0.742 1.847 1.569 0.7087
C -0.023 3.131 1.576 0.1819
C -0.967 4.290 1.248 0.0708
C 2.370 -3.765 1.539 0.1983
H -0.908 5.169 -0.706 0.0270
H -3.129 4.568 -1.421 0.0245
H -3.433 2.301 -1.862 0.0177
H -4.294 2.673 -0.436 0.0273
H -3.605 0.711 0.170 0.0031
H -2.224 0.640 -0.880 0.0197
H -2.676 1.004 1.976 0.0665
H 0.039 1.033 1.669 0.0657
H 0.790 3.011 0.820 0.0256
H 0.498 3.382 2.515 0.0285
H -1.796 4.237 1.967 0.0073
H -0.328 5.164 1.426 0.0019
H 3.146 -3.234 2.102 0.0073
H 2.789 -4.667 1.073 0.0169
H 1.620 -4.030 2.298 0.0086
B 0.971 -0.266 4.017 0.0402
C 1.644 -0.987 2.870 0.0806
N 1.910 -1.389 1.801 0.0688
H 0.161 0.522 3.486 0.0117
H 1.725 0.355 4.715 0.0166
H 0.359 -1.026 4.741 0.0152
```

## Properties
2S+1: 6
HOMO energy (alpha / beta): -13.06 / -14.32 eV
strongest force on any atom: 0.1250 Eh/bohr
energy above the lowest of the compared OMol25 structures with the same formula, charge and spin: 62.0 kJ/mol
E_tot: -1495.63327 Eh
Kohn-Sham gap (alpha / beta): 0.229 / 0.167 Eh
total charge: +2



(3)
An isolated ion of composition C8H10N3O3S and charge +1 in a non-equilibrium geometry. Source: the Open Molecules 2025 dataset; level of theory: ωB97M-V with the def2-TZVPD basis set.

```
25
Properties=species:S:1:pos:R:3:lowdin_charge:R:1
O -0.516 -0.906 -1.427 0.2050
C -0.164 -0.214 -0.572 -0.3999
O -1.210 0.404 0.268 0.0346
C -2.411 -0.096 0.337 -0.4080
N -2.451 -1.402 0.667 0.1444
N -1.288 -2.133 0.890 -0.0407
O -1.408 -3.260 0.098 0.0237
N -3.370 0.710 0.025 -0.2105
S -3.154 2.312 -0.583 0.9107
C 1.133 0.110 -0.196 -0.1600
C 1.297 1.090 0.850 0.0159
C 2.499 1.714 0.919 -0.0545
C 3.585 1.470 0.035 0.0238
C 3.357 0.437 -0.893 -0.0313
C 2.145 -0.161 -1.061 -0.0051
H -3.263 -1.923 0.602 0.1480
H -1.209 -2.414 1.815 0.1299
H -0.635 -3.276 -0.452 0.0973
H -4.287 0.427 0.089 0.0928
H -2.078 2.098 -1.386 -0.0866
H 0.421 1.325 1.419 0.1152
H 2.677 2.330 1.849 0.1360
H 4.371 2.094 0.113 0.0784
H 3.977 0.313 -1.687 0.0852
H 1.982 -1.049 -1.716 0.1560
```

## Properties
HOMO energy: -13.00 eV
strongest force on any atom: 0.1118 Eh/bohr
energy above the lowest of the compared OMol25 structures with the same formula, charge and spin: 65.4 kJ/mol
E_tot: -1098.65194 Eh
Kohn-Sham gap: 0.345 Eh
SMILES string: O=C(O/C(NNO)=[NH+]\S)c1ccccc1
total charge: +1



(4)
A 12-piece molecular cluster, C33H90O30S12 overall in a non-equilibrium geometry. Source: the Open Molecules 2025 dataset; level of theory: ωB97M-V with the def2-TZVPD basis set.

```
165
Properties=species:S:1:pos:R:3:lowdin_charge:R:1
O -5.274 -0.202 -1.173 -0.2721
S -5.274 -1.535 -0.587 0.6626
O -4.667 -1.970 0.686 -0.3025
O -6.812 -2.082 -0.581 -0.2644
C -7.016 -3.389 -0.086 -0.2826
C -8.079 -3.378 1.062 -0.0355
C -4.590 -2.578 -1.804 -0.1277
H -6.071 -3.805 0.265 0.0989
H -7.259 -3.967 -0.978 0.1201
H -9.039 -3.771 0.729 0.0657
H -8.270 -2.347 1.359 0.0838
H -7.808 -4.175 1.755 0.0764
H -4.947 -2.170 -2.750 0.0783
H -4.827 -3.639 -1.727 0.0782
H -3.510 -2.430 -1.784 0.0609
O 1.135 4.552 1.805 -0.3219
S 0.371 5.439 2.645 0.6971
O 0.365 5.264 4.096 -0.2920
O 0.846 6.988 2.346 -0.2549
C 2.160 7.190 2.386 -0.3598
C 2.324 8.668 2.731 -0.0465
C -1.433 5.469 2.077 -0.0464
H 2.443 6.870 1.383 0.1284
H 2.673 6.650 3.182 0.1241
H 3.335 8.910 3.057 0.0779
H 1.596 8.970 3.485 0.0857
H 2.156 9.290 1.852 0.0769
H -1.754 6.481 2.324 0.0644
H -1.962 4.821 2.775 0.0439
H -1.477 5.242 1.012 0.0592
O -2.842 2.563 3.774 -0.3217
S -3.852 1.702 4.400 0.7025
O -3.715 1.224 5.783 -0.3048
O -5.415 2.331 4.178 -0.2716
C -6.224 2.515 5.314 -0.3313
C -5.776 3.716 6.039 -0.0730
C -4.021 0.249 3.262 -0.0756
H -6.470 1.619 5.884 0.1263
H -7.166 2.636 4.780 0.1245
H -4.810 3.468 6.479 0.0744
H -6.476 3.911 6.851 0.0878
H -5.646 4.587 5.397 0.0928
H -5.096 0.072 3.307 0.0712
H -3.203 -0.367 3.636 0.0615
H -3.811 0.641 2.267 0.0317
O 3.689 -6.990 0.587 -0.3291
S 4.098 -6.833 -0.846 0.7078
O 3.955 -7.969 -1.748 -0.3084
O 3.244 -5.544 -1.472 -0.2840
C 3.179 -5.469 -2.923 -0.2252
C 2.198 -4.308 -3.267 -0.0670
C 5.838 -6.141 -0.850 -0.0846
H 2.967 -6.454 -3.339 0.1093
H 4.076 -5.034 -3.363 0.1142
H 2.007 -4.266 -4.339 0.0643
H 2.467 -3.271 -3.069 0.0691
H 1.247 -4.352 -2.735 0.0436
H 6.392 -6.502 -1.716 0.0643
H 6.443 -6.412 0.015 0.0681
H 5.729 -5.056 -0.837 0.0289
O 3.281 -1.463 0.758 -0.3154
S 4.436 -2.406 0.761 0.6667
O 5.057 -2.858 -0.477 -0.3012
O 5.536 -1.787 1.722 -0.2687
C 5.299 -0.984 2.895 -0.2132
C 5.260 0.526 2.537 -0.0525
C 3.993 -3.943 1.755 -0.0794
H 5.961 -1.128 3.749 0.1259
H 4.317 -1.291 3.256 0.0968
H 6.283 0.880 2.411 0.0783
H 4.925 1.321 3.203 0.0828
H 4.712 0.583 1.596 0.0466
H 3.473 -3.673 2.674 0.0604
H 4.939 -4.402 2.042 0.0720
H 3.224 -4.561 1.291 0.0400
O 6.507 3.295 0.518 -0.3093
S 5.156 3.421 -0.045 0.6933
O 4.866 4.459 -1.043 -0.3133
O 4.498 1.995 -0.523 -0.2716
C 4.590 1.717 -1.910 -0.2819
C 3.956 0.372 -2.267 -0.0525
C 3.899 3.691 1.351 -0.0750
H 5.626 1.575 -2.219 0.1236
H 4.112 2.453 -2.556 0.1150
H 3.810 0.153 -3.324 0.0685
H 3.060 0.169 -1.681 0.0657
H 4.673 -0.382 -1.940 0.0643
H 4.411 4.157 2.193 0.0747
H 3.528 2.687 1.556 0.0381
H 3.073 4.222 0.878 0.0336
O -3.718 5.873 -2.472 -0.3065
S -2.677 4.844 -2.426 0.6902
O -1.274 5.297 -2.091 -0.3328
O -3.033 3.639 -1.355 -0.2890
C -4.217 2.839 -1.428 -0.2818
C -4.737 2.645 -0.023 -0.0731
C -2.664 3.908 -3.952 -0.0995
H -3.936 1.814 -1.670 0.0881
H -4.946 3.225 -2.140 0.1294
H -5.736 2.213 -0.069 0.0770
H -4.988 3.599 0.442 0.0844
H -4.129 2.048 0.657 0.0506
H -1.628 3.730 -4.239 0.0541
H -3.208 4.606 -4.589 0.0750
H -3.087 2.925 -3.744 0.0610
O -0.023 2.855 -6.155 -0.3055
S 0.617 1.582 -6.599 0.7073
O 0.656 1.121 -7.972 -0.3037
O 2.241 1.743 -6.132 -0.2844
C 3.226 0.904 -6.744 -0.2773
C 4.423 1.884 -6.910 -0.0545
C 0.094 0.194 -5.549 -0.1181
H 2.967 0.592 -7.756 0.1049
H 3.452 0.055 -6.098 0.1084
H 4.656 2.082 -5.864 0.0700
H 4.164 2.804 -7.434 0.0834
H 5.250 1.494 -7.503 0.0765
H -0.931 -0.072 -5.808 0.0671
H 0.111 0.648 -4.558 0.0634
H 0.778 -0.650 -5.634 0.0665
O -2.082 0.729 -0.009 -0.2853
S -0.898 0.462 0.763 0.6598
O -0.879 -0.400 1.979 -0.3218
O 0.237 0.039 -0.254 -0.2324
C 0.343 -1.307 -0.659 -0.2815
C -0.501 -1.662 -1.851 -0.0609
C -0.206 2.142 1.303 -0.0676
H 0.169 -2.038 0.131 0.0957
H 1.358 -1.628 -0.892 0.1006
H -0.829 -2.698 -1.772 0.0519
H -0.125 -1.517 -2.864 0.0644
H -1.391 -1.036 -1.785 0.0644
H 0.830 2.076 1.635 0.0561
H -0.911 2.374 2.101 0.0446
H -0.160 2.793 0.430 0.0688
C 1.209 -0.230 4.799 -0.2505
S 1.446 0.710 6.374 0.8590
O 2.746 1.464 6.088 -0.6005
C 0.062 1.973 6.119 -0.2254
H 2.002 -0.956 4.982 0.0303
H 1.354 0.378 3.906 0.0508
H 0.220 -0.686 4.822 0.0328
H -0.777 1.560 5.559 0.0146
H 0.326 2.721 5.372 0.0352
H -0.271 2.541 6.987 0.0493
C -1.096 -6.468 -4.906 -0.2318
S -1.821 -4.936 -4.164 0.8342
O -0.976 -4.711 -2.950 -0.5845
C -1.239 -3.697 -5.290 -0.2741
H -1.133 -7.341 -4.254 0.0578
H -0.074 -6.307 -5.247 0.0504
H -1.630 -6.818 -5.789 0.0461
H -1.668 -4.068 -6.221 0.0498
H -0.156 -3.724 -5.406 0.0504
H -1.637 -2.702 -5.092 0.0488
C -0.094 -4.395 1.796 -0.2477
S -1.228 -5.198 3.038 0.8872
O -0.435 -5.908 4.204 -0.5926
C -1.656 -3.630 3.866 -0.2723
H 0.399 -3.478 2.119 0.0423
H -0.574 -4.258 0.827 0.0418
H 0.605 -5.215 1.631 0.0371
H -1.775 -3.805 4.936 0.0523
H -2.603 -3.246 3.485 0.0386
H -0.985 -2.774 3.806 0.0271
```

## Properties
HOMO energy: -8.71 eV
strongest force on any atom: 0.1239 Eh/bohr
energy above the lowest of the compared OMol25 structures with the same formula, charge and spin: 599.6 kJ/mol
E_tot: -8346.32848 Eh
Kohn-Sham gap: 0.307 Eh
total charge: 0



Question: Among the records above, which one has the lowest energy above the lowest of the compared OMol25 structures with the same formula, charge and spin?
Answer: C16H34BIrNP2